An isolated ion of composition C3H7N and charge +1 in a non-equilibrium geometry. Source: the Open Molecules 2025 dataset; level of theory: the ωB97M-V functional and the def2-TZVPD basis.

Each line ends with the Löwdin spin population.
Positions of all 11 atoms, in Å:
C  1.51933  -0.73840  0.61333  0.02
C  0.60034  0.37316  0.07627  0.09
C  -1.73194  0.46146  -0.29546  0.10
N  -0.63695  -0.21449  -0.59708  0.70
H  2.43877  -0.22898  0.95656  0.00
H  1.66116  -1.57381  -0.08672  0.00
H  0.89545  -1.15301  1.43403  0.00
H  0.30016  1.05680  0.83763  0.01
H  1.12224  1.01017  -0.77340  0.02
H  -1.48177  1.45125  -0.04100  0.04
H  -2.80374  0.36166  -0.51242  0.02

Forces on atoms 1 to 2 (eV/Å):
-1.3 0.3 0.5
2.5 -0.7 -2.9

The frontier orbital gap (alpha / beta) comes out at 0.397 / 0.278 Ha. As for the expectation value of S²: 0.758. Its energy relative to the best compared isomer or geometry (same formula, charge and spin) is 314.59 kJ/mol. As for the net charge: +1. As for the spin multiplicity: 2. Its HOMO energy (alpha / beta) is -17.00 / -17.00 eV.